# C9H15N5

An isolated ion of composition C9H15N5 and charge +2 at a distorted geometry (ωB97M-V/def2-TZVPD, the OMol25 dataset).

The geometry in XYZ format:
```
29
Properties=species:S:1:pos:R:3:forces:R:3
C 2.67220 -0.90930 0.33979 -0.3 3.1 -0.1
N 1.26042 -0.73949 0.74164 0.5 2.7 -2.1
C 1.21385 0.03517 2.00670 -2.5 1.0 0.1
C 0.28647 -0.02406 -0.52811 3.3 -1.5 -0.1
C 0.64140 -0.71355 -1.83185 2.5 -2.9 1.9
N 0.74427 1.34583 -0.64994 -2.4 0.6 1.6
C -0.06133 2.37570 -0.35955 -2.1 -0.7 1.0
N -1.33522 2.18422 0.03117 -0.5 0.1 -0.9
C -1.89212 0.84212 0.03165 1.1 -0.6 -0.9
N -3.15879 0.70819 0.11328 -2.1 2.2 0.6
C -3.73732 -0.46029 -0.00532 -1.0 -0.4 -0.1
N -2.99773 -1.57448 -0.09765 -2.6 -1.1 0.4
C -1.71336 -1.52962 -0.15611 -0.2 2.5 -0.2
C -1.10422 -0.27688 -0.23254 0.2 2.3 1.3
H 3.03230 0.08270 -0.07781 -0.1 -1.0 1.1
H 3.11258 -1.20698 1.24552 1.4 -0.2 0.7
H 2.86486 -1.55419 -0.43581 -0.1 -2.0 -1.4
H 0.86057 -1.62246 0.85886 -0.9 -1.8 0.4
H 2.04465 -0.16656 2.68195 -0.2 -0.2 -0.2
H 1.13691 1.14638 1.79768 0.5 -1.4 0.1
H 0.21554 -0.25522 2.41641 1.0 0.4 0.4
H -0.08330 -1.45303 -1.99313 -1.0 -1.0 -0.7
H 1.63590 -1.26723 -1.97207 -1.2 1.1 0.6
H 0.61999 -0.01085 -2.55668 -0.4 2.1 -2.6
H 1.69092 1.47748 -0.92763 0.6 0.5 -0.4
H 0.19261 3.41763 -0.33296 0.9 0.2 -0.6
H -2.08477 2.98817 0.02947 2.0 -1.8 0.2
H -4.90385 -0.43231 -0.00786 2.4 -0.6 0.0
H -1.15343 -2.40708 -0.12908 0.7 -1.7 -0.2
```
Positions in Å, forces in eV/Å.

Its multiplicity is 1. As for the relative energy (zero: lowest compared OMol25 entry of this formula, charge and spin): 14.5 kcal/mol. Its SMILES is C[NH+](C)[C@]1(C)NC=[NH+]c2ncncc21. The total charge is +2. Its maximum force is 4.255 eV/Å.


# C3H6N2O2

A 2-piece molecular cluster, C3H6N2O2 overall at a distorted geometry (ωB97M-V/def2-TZVPD, the OMol25 dataset).

The geometry in XYZ format:
```
13
Properties=species:S:1:pos:R:3:forces:R:3
N 0.08241 2.07156 0.29485 -0.6 -0.8 0.2
N 0.69029 1.19673 -0.64710 0.1 -0.3 1.1
C 1.09536 0.12159 -0.15505 0.6 0.6 0.0
C 1.51892 -0.94864 0.73877 3.5 3.5 0.9
O 1.85452 -0.83765 -0.65107 0.5 -1.2 -1.6
H -0.63961 2.47419 -0.29908 -0.3 0.2 1.0
H -0.30547 1.52407 1.12357 0.2 1.0 -1.6
H 2.43374 -0.81607 1.41805 -1.6 -0.1 -0.9
H 0.87327 -1.66929 0.97408 -2.5 -2.9 0.9
C -1.91458 -0.79004 -0.76069 -1.1 1.0 2.0
O -1.70971 -0.56249 0.40402 -0.8 0.4 0.7
H -1.10977 -1.25298 -1.20316 1.5 -1.3 -2.4
H -2.86938 -0.51098 -1.23720 0.2 -0.2 -0.2
```
Positions in Å, forces in eV/Å.

Its multiplicity is 1. As for the relative energy (zero: lowest compared OMol25 entry of this formula, charge and spin): 133.1 kcal/mol. Its SMILES is N/N=C1\CO1.C=O. Its maximum force is 5.042 eV/Å.


Number 1: lowest unoccupied orbital energy -8.182 eV, Kohn-Sham gap 0.3275 Ha. Number 2: lowest unoccupied orbital energy 0.637 eV, Kohn-Sham gap 0.3446 Ha.